Below is a cluster of 12 separate species, C70H98BrF24N12O2P4 in total in a non-equilibrium geometry, with properties calculated with wB97M-V/def2-TZVPD.

Structure (XYZ):
```
211
Properties=species:S:1:pos:R:3:forces:R:3
C -3.720 -5.593 -3.269 0.8 0.0 -0.9
N -2.322 -5.416 -2.736 -0.5 0.4 0.9
C -2.043 -6.076 -1.578 0.7 0.2 -0.4
C -0.821 -5.904 -0.942 -0.7 1.0 -0.2
C 0.068 -4.945 -1.432 0.2 -0.2 0.0
C -0.192 -4.299 -2.641 -2.1 -0.7 -0.6
C -1.455 -4.531 -3.267 1.9 -0.5 0.9
C 1.306 -4.656 -0.663 1.8 -0.2 -0.7
C 2.562 -4.594 -1.318 -0.3 -1.4 1.1
C 3.752 -4.680 -0.567 -1.2 0.2 -1.2
N 3.731 -4.556 0.764 -0.8 0.7 -0.7
C 2.554 -4.380 1.405 -1.4 -0.8 -1.2
C 1.311 -4.578 0.718 1.6 0.4 1.2
C 4.975 -4.502 1.530 0.5 -0.2 0.5
H -3.827 -4.997 -4.175 0.1 0.2 0.1
H -4.458 -5.272 -2.533 0.2 -0.4 0.1
H -3.778 -6.617 -3.637 -0.4 -0.1 0.5
H -2.812 -6.727 -1.189 -0.1 0.0 0.0
H -0.639 -6.356 0.022 -0.1 -0.4 -0.1
H 0.542 -3.666 -3.118 -0.1 0.2 0.1
H -1.700 -4.101 -4.226 -0.2 0.0 0.1
H 2.592 -4.895 -2.355 0.3 0.5 -0.2
H 4.674 -4.876 -1.094 0.3 0.2 0.4
H 2.673 -4.159 2.455 -0.4 -0.3 0.1
H 0.376 -4.733 1.236 0.1 0.5 0.5
H 5.049 -3.502 1.958 0.2 -0.1 -0.1
H 5.841 -4.720 0.905 -0.2 0.3 -0.1
H 4.925 -5.268 2.304 0.0 0.1 0.1
C -5.732 -0.579 -1.908 -0.4 1.1 1.6
N -4.474 -0.660 -2.680 -2.8 -2.1 -1.9
C -3.545 0.250 -2.591 3.3 0.4 0.1
C -2.368 0.158 -3.368 -0.9 -0.7 -0.9
C -2.280 -0.835 -4.402 1.3 1.3 2.0
C -3.280 -1.755 -4.438 -2.3 -0.6 -0.1
C -4.434 -1.643 -3.624 2.0 0.6 0.0
C -1.007 -1.043 -5.202 -1.2 -0.6 0.9
C -1.053 -1.361 -6.525 -1.0 0.0 -2.1
C 0.072 -1.617 -7.274 0.8 0.7 1.6
N 1.270 -1.574 -6.624 -0.5 -0.7 0.0
C 1.374 -1.346 -5.269 -1.3 -0.6 -1.1
C 0.193 -1.171 -4.546 1.0 0.7 0.3
C 2.448 -2.054 -7.377 1.1 0.3 0.2
H -6.091 0.449 -1.847 0.1 0.2 -0.8
H -5.540 -0.737 -0.847 0.4 -0.8 -0.1
H -6.548 -1.212 -2.255 0.5 -0.1 -0.2
H -3.628 0.939 -1.763 -0.1 0.3 -0.1
H -1.522 0.813 -3.221 -0.2 0.3 0.2
H -3.220 -2.559 -5.157 -0.3 -0.1 0.0
H -5.268 -2.327 -3.674 0.0 0.0 0.1
H -1.989 -1.422 -7.059 -0.2 0.2 0.0
H 0.066 -1.760 -8.344 0.1 -0.3 0.0
H 2.360 -1.387 -4.829 0.1 0.0 0.0
H 0.142 -1.116 -3.469 0.8 0.3 0.2
H 2.391 -1.921 -8.458 -0.4 0.6 0.2
H 2.596 -3.129 -7.268 -0.2 0.0 0.5
H 3.291 -1.506 -6.956 0.2 -0.3 -0.4
C 0.340 3.563 -11.688 0.1 0.6 0.4
N 0.120 3.661 -10.230 0.8 -2.4 0.6
C -0.516 4.668 -9.716 -1.0 1.1 0.2
C -0.814 4.721 -8.360 -1.2 1.4 -0.2
C -0.387 3.803 -7.451 0.6 -0.9 -0.8
C 0.328 2.735 -8.042 1.0 0.2 0.1
C 0.589 2.686 -9.408 -0.7 0.3 0.7
C -0.619 4.055 -6.001 -0.6 -0.6 0.9
C 0.418 3.975 -5.085 -0.2 0.0 0.3
C 0.197 4.271 -3.728 -0.7 -0.3 -0.7
N -1.042 4.585 -3.297 1.3 0.0 -0.7
C -2.076 4.674 -4.168 0.5 0.3 1.2
C -1.904 4.376 -5.461 0.4 0.1 -1.9
C -1.263 4.858 -1.886 -0.9 0.5 0.3
H 0.668 2.550 -11.922 0.1 0.4 -0.2
H 1.079 4.353 -11.824 0.2 -0.4 -0.9
H -0.600 3.807 -12.182 0.2 -0.1 -0.1
H -0.793 5.410 -10.450 -0.4 0.4 0.3
H -1.475 5.499 -8.009 0.2 0.5 -0.2
H 0.857 2.016 -7.433 -0.2 -0.3 0.1
H 1.154 1.892 -9.873 0.0 0.0 0.0
H 1.407 3.651 -5.377 0.2 0.3 0.0
H 0.990 4.207 -2.998 0.2 0.2 0.1
H -3.015 5.059 -3.799 0.0 -0.2 0.2
H -2.816 4.490 -6.028 0.2 -0.1 -0.6
H -1.502 5.915 -1.769 0.5 0.2 0.1
H -0.401 4.572 -1.283 -0.3 0.0 0.0
H -2.200 4.355 -1.647 0.3 -0.4 0.5
C -7.160 -2.738 2.443 -0.8 0.1 0.3
N -6.855 -1.293 2.195 0.4 0.8 -1.1
C -5.607 -0.817 2.478 -1.5 0.5 -0.1
C -5.312 0.482 2.133 0.8 0.2 0.2
C -6.276 1.356 1.656 3.7 3.0 0.9
C -7.482 0.893 1.386 -2.6 -0.8 -0.3
C -7.763 -0.439 1.590 0.4 -0.8 0.6
C -5.958 2.876 1.499 -0.3 0.4 -0.7
C -4.667 3.348 1.210 -0.4 0.4 0.2
C -4.451 4.705 0.936 1.1 -1.2 -0.7
N -5.423 5.588 0.802 -2.1 0.3 1.3
C -6.695 5.238 1.108 0.4 -2.5 0.9
C -6.963 3.886 1.495 0.4 0.7 -0.9
C -5.182 7.010 0.537 1.1 0.7 -0.5
H -7.811 -2.733 3.318 -0.1 -0.4 -0.2
H -6.294 -3.377 2.613 0.3 0.8 0.2
H -7.621 -3.162 1.551 -0.4 0.3 0.2
H -4.906 -1.367 3.088 0.2 -0.7 -0.2
H -4.286 0.779 2.296 0.0 0.2 0.4
H -8.237 1.598 1.068 -0.4 -0.5 -0.3
H -8.754 -0.736 1.279 0.1 -0.9 0.4
H -3.823 2.674 1.208 0.2 0.2 0.1
H -3.485 5.106 0.668 0.4 -0.3 0.4
H -7.442 6.018 1.106 -0.1 -0.1 -0.1
H -7.999 3.637 1.673 -0.1 0.1 0.2
H -4.575 7.095 -0.364 -0.5 0.0 -0.3
H -4.525 7.469 1.275 -0.4 -0.3 0.5
H -6.122 7.558 0.467 0.2 -0.2 -0.1
C 3.774 -6.094 13.519 0.2 -1.5 0.9
N 3.203 -5.581 12.287 0.8 2.5 -1.1
C 2.772 -6.450 11.344 0.0 0.7 0.0
C 2.385 -6.018 10.073 -0.2 -0.2 1.1
C 2.442 -4.658 9.803 -0.4 -0.1 -0.6
C 2.847 -3.783 10.771 1.5 0.7 2.4
C 3.303 -4.221 12.022 -1.5 -2.1 -1.3
C 2.153 -4.087 8.467 0.0 -0.2 -1.4
C 0.941 -4.242 7.792 -1.2 1.0 -0.7
C 0.723 -3.690 6.520 2.4 0.7 1.4
N 1.800 -3.056 5.932 -1.4 0.6 -1.2
C 3.001 -2.863 6.510 -0.6 -1.7 2.3
C 3.181 -3.411 7.805 0.0 0.0 -0.9
C 1.577 -2.346 4.610 1.2 -0.7 0.3
H 4.418 -5.408 14.069 -0.3 0.2 -0.4
H 4.354 -6.973 13.237 0.2 0.1 0.2
H 2.984 -6.468 14.170 -0.1 0.3 0.1
H 2.787 -7.478 11.675 -0.1 -0.2 -0.3
H 1.976 -6.735 9.377 0.2 -0.1 -0.1
H 2.967 -2.714 10.678 -0.3 0.1 -0.7
H 3.663 -3.522 12.762 0.1 -0.4 0.3
H 0.044 -4.577 8.292 0.1 -0.5 0.1
H -0.243 -3.559 6.055 -0.1 -0.2 -0.3
H 3.785 -2.337 5.985 -0.2 0.0 -0.1
H 4.135 -3.443 8.312 0.3 0.6 -0.3
H 1.119 -2.974 3.846 -0.8 -0.1 0.7
H 2.586 -2.254 4.210 0.0 0.7 0.1
H 1.076 -1.395 4.789 -0.1 -0.2 -0.2
C -1.401 0.157 1.019 0.7 -0.5 0.3
N 0.018 -0.078 0.550 0.4 -0.6 -0.6
C 0.944 -0.182 1.764 -0.7 1.0 0.3
C 0.023 -1.438 -0.214 0.4 1.5 0.4
C 0.467 1.191 -0.252 0.7 0.0 0.8
C 1.838 1.202 -0.945 -0.8 1.1 0.8
O 1.865 0.288 -1.975 -0.4 -1.1 -0.8
H -1.676 -0.714 1.613 -0.2 0.0 0.1
H -2.002 0.215 0.112 -0.1 0.2 0.2
H -1.444 1.026 1.677 0.0 0.2 -0.3
H 0.605 -0.948 2.462 -0.3 -0.1 -0.4
H 0.816 0.781 2.258 0.0 0.0 0.3
H 2.011 -0.259 1.552 -0.2 -0.3 -0.7
H -0.445 -2.231 0.368 0.2 0.4 0.5
H 1.078 -1.610 -0.427 -0.2 -0.3 -0.3
H -0.609 -1.365 -1.099 0.3 0.3 -0.2
H 0.459 1.966 0.515 0.1 0.0 0.1
H -0.305 1.547 -0.933 -0.3 -0.8 -0.2
H 2.707 1.175 -0.288 -0.1 -0.7 0.4
H 1.963 2.206 -1.352 -0.3 0.5 -0.1
H 2.773 -0.019 -2.037 0.6 -0.3 -0.4
C 6.261 4.361 2.168 -1.6 0.0 -0.3
N 4.678 4.379 2.256 0.6 -1.2 1.0
C 4.198 4.442 3.708 0.8 0.2 -0.1
C 4.171 5.642 1.616 0.4 -0.2 -1.0
C 4.134 3.105 1.531 -0.2 -0.3 1.1
C 4.727 1.718 1.962 2.0 0.2 -1.7
O 4.702 1.341 3.311 -1.0 0.7 0.9
H 6.651 3.409 2.528 -0.3 0.1 0.0
H 6.695 5.170 2.754 -0.4 0.1 -0.1
H 6.430 4.497 1.100 0.4 0.0 0.1
H 3.114 4.529 3.776 0.1 0.0 -0.4
H 4.667 5.348 4.092 -0.2 0.0 0.2
H 4.541 3.601 4.311 0.1 -0.1 -0.4
H 4.532 5.691 0.588 -0.1 -0.2 -0.1
H 4.616 6.513 2.096 -0.3 -0.2 0.4
H 3.081 5.640 1.609 0.1 0.1 0.2
H 4.279 3.309 0.470 0.4 -0.3 -0.1
H 3.059 3.011 1.684 -0.1 0.8 0.3
H 5.753 1.664 1.599 0.5 0.5 0.2
H 4.382 0.896 1.334 -1.2 0.3 -0.3
H 5.123 0.486 3.429 0.2 0.1 -0.3
Br -2.340 -1.315 4.383 0.4 -0.1 -0.5
P -0.358 4.086 2.636 -0.1 0.4 1.3
F -1.166 2.914 3.390 -0.3 0.0 -0.1
F 0.337 4.440 4.080 -0.6 0.8 -1.9
F 0.905 3.028 2.405 -0.5 0.0 -0.7
F 0.452 5.174 1.714 -0.6 -0.9 1.0
F -1.137 3.499 1.240 0.6 0.3 -0.3
F -1.612 5.151 2.804 1.3 -1.0 0.0
P 3.949 5.597 -2.516 3.6 1.4 -1.1
F 4.021 7.003 -1.630 -0.7 -1.7 -1.0
F 3.095 4.846 -1.359 -1.3 0.0 -0.4
F 2.646 6.090 -3.363 -1.0 -0.4 1.1
F 4.011 4.248 -3.460 -1.2 -0.9 0.9
F 4.831 6.231 -3.711 0.3 0.6 1.1
F 5.275 5.050 -1.696 -0.5 0.4 -0.5
P -3.892 -3.317 0.272 -0.9 -2.0 3.7
F -4.187 -4.903 0.181 1.0 -0.4 -0.5
F -2.320 -3.561 0.019 0.6 0.4 0.6
F -4.006 -3.156 -1.303 -0.5 0.1 -2.1
F -3.802 -1.734 0.399 1.2 1.4 -0.3
F -5.453 -3.174 0.463 -1.7 0.7 -0.6
F -3.760 -3.423 1.922 0.7 0.0 -1.7
P 5.261 -1.185 -1.353 3.8 -0.5 1.2
F 5.783 0.125 -0.544 -1.0 -0.5 -0.3
F 3.888 -1.187 -0.444 -0.1 0.0 0.3
F 4.481 -0.270 -2.465 0.3 -0.4 0.2
F 4.681 -2.559 -2.048 0.2 0.6 -0.5
F 6.681 -1.197 -2.139 -2.0 0.0 -0.6
F 6.065 -2.180 -0.250 -1.7 0.6 -0.1
```
Positions in Å, forces in eV/Å.

## Properties
Kohn-Sham gap: 3.264 eV
HOMO energy: -18.250 eV
Max |F|: 4.8 eV/Å
Total charge: +7